[1]
{
  "formula": "C2H8N3O2",
  "method": "ωB97M-V/def2-TZVPD",
  "elements": ["C", "C", "N", "N", "N", "O", "O", "H", "H", "H", "H", "H", "H", "H", "H"],
  "xyz": [[0.1648, -0.4071, 1.3629], [-0.8542, 0.4515, 0.7716], [-0.6762, 0.3781, -0.6483], [0.2761, -0.3007, -1.0296], [1.1792, 0.2219, -2.2537], [1.9492, 0.6798, -1.4491], [1.6648, -0.7082, -3.1110], [0.1327, -0.3181, 2.3796], [0.0920, -1.3633, 0.9375], [1.1824, -0.0311, 1.2197], [-1.8991, 0.4633, 1.0527], [-0.6673, 1.3946, 1.1695], [-1.2229, 1.0849, -1.2488], [0.4212, 0.8755, -2.7658], [2.5463, -1.0949, -2.9143]],
  "atomic_forces_ev_per_a": [[1.12, 0.02, -0.21], [-0.76, 0.25, 0.72], [-0.28, 2.07, -2.15], [-1.02, -2.04, -0.17], [-1.81, 1.23, -1.54], [2.15, 1.98, 1.10], [-1.76, -0.60, -1.50], [-0.76, -0.61, 2.90], [0.13, -1.65, 0.33], [-0.21, 0.07, -0.74], [-0.51, -1.44, -0.17], [0.88, 2.54, -0.32], [0.91, -1.23, 0.57], [2.23, -1.41, 0.10], [-0.31, 0.83, 1.08]],
  "smiles": "CC/[NH+]=N/[N@@H+]([O-])O",
  "homo_lumo_gap_ev": 10.13,
  "total_charge": 1,
  "relative_energy_kj_mol": 928.95,
  "lumo_ev": -5.50
}


[2]
{
  "formula": "C5H11N2",
  "method": "ωB97M-V/def2-TZVPD",
  "elements": ["C", "N", "C", "C", "N", "C", "C", "H", "H", "H", "H", "H", "H", "H", "H", "H", "H", "H"],
  "xyz": [[0.6639, 1.3361, 2.0395], [0.1437, 0.6492, 1.1235], [-0.9618, 0.9737, 0.2441], [-1.3178, -0.3617, -0.4793], [-0.1040, -1.1729, -0.5351], [0.7037, -1.0024, -1.7297], [0.5353, -0.7982, 0.7086], [0.2768, 2.3197, 2.2761], [1.5043, 0.9608, 2.6058], [-0.6340, 1.7335, -0.4720], [-1.8092, 1.3773, 0.8001], [-2.0667, -0.9036, 0.1047], [-1.7211, -0.1809, -1.4741], [0.1297, -1.3769, -2.5753], [0.9970, 0.0350, -1.9270], [1.6003, -1.6151, -1.6399], [1.6206, -0.9042, 0.6761], [0.1311, -1.4203, 1.5174]],
  "atomic_forces_ev_per_a": [[0.08, 0.33, 0.24], [0.17, -1.54, -1.12], [-1.00, 0.52, -0.87], [-0.37, -0.01, 0.15], [0.21, 1.49, 1.56], [0.20, 0.06, -0.26], [0.50, -1.24, 0.27], [-0.09, 0.03, -0.07], [0.08, -0.19, -0.01], [0.07, -0.09, 0.12], [0.13, -0.01, 0.04], [-0.01, 0.12, -0.04], [0.00, 0.02, 0.07], [0.06, 0.04, -0.02], [0.01, 0.04, -0.04], [-0.03, 0.05, -0.03], [-0.09, 0.14, 0.04], [0.08, 0.25, -0.02]],
  "smiles": "C=[N+]1CCN(C)C1",
  "homo_lumo_gap_ev": 8.85,
  "total_charge": 1,
  "relative_energy_kj_mol": 120.59,
  "lumo_ev": -4.78
}


[3]
{
  "formula": "C21H45BiO2P3",
  "method": "ωB97M-V/def2-TZVPD",
  "elements": ["Bi", "P", "P", "P", "H", "C", "C", "H", "C", "C", "C", "C", "C", "C", "C", "C", "C", "H", "H", "H", "H", "H", "H", "H", "H", "H", "H", "H", "H", "H", "H", "H", "H", "H", "H", "H", "H", "H", "H", "H", "H", "H", "H", "H", "H", "H", "C", "C", "C", "C", "C", "C", "O", "H", "H", "H", "H", "H", "H", "C", "C", "C", "O", "C", "H", "H", "H", "H", "H", "H", "H", "H"],
  "xyz": [[-0.4537, 0.1656, -0.0804], [1.6711, 0.7800, 1.7443], [-0.8607, 3.3205, -1.3246], [1.7327, -0.2971, -1.6187], [-0.7209, -4.3657, 1.1706], [0.3207, -4.6690, 1.0427], [1.2834, -4.1461, 1.8202], [1.0140, -3.4353, 2.6064], [1.1505, 1.0462, 3.4784], [2.7401, 2.2573, 1.5300], [2.9301, -0.5252, 1.9813], [-2.1095, 2.7825, -2.5135], [-1.4891, 4.8301, -0.5477], [0.6543, 3.5865, -2.2337], [2.2380, -1.9972, -1.2220], [3.2610, 0.6897, -1.6325], [1.2023, -0.3809, -3.3554], [0.5116, -5.4481, 0.2966], [2.3452, -4.3512, 1.6677], [0.6527, 0.1562, 3.8880], [0.4859, 1.9189, 3.5558], [2.0565, 1.2451, 4.0709], [2.1262, 3.1480, 1.3449], [3.4514, 2.1234, 0.7073], [3.3066, 2.4109, 2.4593], [2.4643, -1.5181, 1.9685], [3.3928, -0.3611, 2.9626], [3.7128, -0.4673, 1.2168], [-2.2913, 3.6314, -3.1978], [-3.0544, 2.5261, -2.0128], [-1.7927, 1.9100, -3.1072], [-2.0113, 5.4125, -1.3092], [-0.6520, 5.3844, -0.0997], [-2.1855, 4.5410, 0.2538], [0.4850, 4.3636, -2.9936], [0.9973, 2.6608, -2.7155], [1.4473, 3.9009, -1.5452], [2.7454, -2.3992, -2.1082], [1.3641, -2.6208, -0.9863], [2.9250, -2.0045, -0.3662], [3.8268, 0.4003, -2.5302], [3.8808, 0.4844, -0.7492], [3.0364, 1.7651, -1.6875], [2.0854, -0.6579, -3.9470], [0.8369, 0.5963, -3.7045], [0.4182, -1.1353, -3.5023], [-1.4994, -2.2865, -1.6172], [-2.3557, -1.3496, -2.2660], [-2.4393, -1.3969, -3.6597], [-1.8907, -2.4890, -4.3586], [-1.2565, -3.5282, -3.6650], [-1.1367, -3.4744, -2.2803], [-0.8752, -2.0106, -0.4602], [-0.4541, 2.5390, -0.1991], [-2.8175, -0.5425, -1.6783], [-2.9476, -0.5864, -4.1896], [-1.9913, -2.5431, -5.4462], [-0.9044, -4.4107, -4.2076], [-0.6918, -4.2500, -1.6657], [-2.5221, 0.6006, 4.4526], [-2.5257, -0.9187, 4.2453], [-1.8217, -1.1545, 2.9084], [-1.6930, 0.1487, 2.2431], [-2.3498, 1.1714, 3.0492], [-3.4432, 0.9666, 4.9109], [-1.6820, 0.9030, 5.0907], [-3.5562, -1.2826, 4.1749], [-2.0295, -1.4581, 5.0557], [-0.8073, -1.5657, 3.0397], [-2.3626, -1.8296, 2.2269], [-3.3280, 1.3986, 2.5979], [-1.7500, 2.0911, 3.0232]],
  "atomic_forces_ev_per_a": [[-0.35, -2.52, -0.01], [0.89, -0.16, 1.45], [-0.09, 1.78, -0.28], [0.17, -0.92, -0.70], [0.28, -0.23, 0.06], [0.46, 0.19, 0.48], [-0.57, 0.08, -0.82], [0.14, -0.19, -0.14], [-0.55, -0.01, 0.01], [-0.30, 0.24, -0.64], [-0.16, -0.31, -0.27], [-0.28, -0.96, 0.28], [0.32, -0.43, 0.23], [0.44, 0.04, 0.04], [-0.01, -0.05, 0.13], [-0.01, 0.33, 0.05], [0.02, 0.24, -0.09], [0.08, 0.39, 0.22], [-0.34, -0.23, 0.24], [0.07, 0.31, -0.16], [0.14, -0.32, 0.03], [-0.23, -0.07, -0.26], [0.23, -0.09, 0.07], [-0.22, 0.10, 0.19], [-0.21, -0.15, -0.20], [0.18, 0.14, 0.03], [-0.10, 0.00, -0.21], [-0.20, -0.09, 0.16], [0.23, -0.19, 0.36], [0.20, 0.17, -0.11], [0.01, 0.29, 0.21], [0.09, 0.13, 0.14], [-0.29, -0.01, -0.20], [0.09, 0.15, -0.29], [0.12, -0.22, 0.16], [-0.27, 0.24, -0.03], [-0.16, 0.17, -0.14], [-0.01, 0.04, 0.19], [0.22, 0.20, -0.07], [-0.18, -0.05, -0.28], [-0.12, 0.07, 0.23], [-0.23, 0.07, -0.31], [0.20, -0.33, -0.01], [-0.22, 0.05, 0.04], [0.09, -0.32, 0.01], [0.09, 0.14, 0.12], [-0.31, 0.62, -1.44], [1.40, 0.10, 0.35], [-0.18, -0.60, -0.30], [-0.12, 0.67, -0.05], [-0.69, -0.36, 0.19], [0.38, 0.71, 0.01], [0.00, 1.36, 2.19], [-0.54, 0.37, -0.71], [0.09, -0.26, -0.24], [-0.03, -0.48, 0.07], [0.08, 0.06, 0.42], [-0.15, 0.33, 0.21], [0.25, 0.00, -0.33], [0.58, 0.13, 0.02], [-0.48, -0.21, -0.24], [0.25, -0.37, -0.21], [0.16, -0.17, 0.21], [-0.59, 0.30, -0.21], [0.16, -0.08, -0.04], [-0.20, -0.04, -0.10], [0.21, 0.02, 0.09], [-0.13, 0.12, -0.12], [-0.19, 0.19, -0.06], [0.09, 0.27, 0.30], [0.26, -0.15, 0.03], [0.01, -0.26, -0.02]],
  "homo_lumo_gap_ev": [5.22, 5.22],
  "total_charge": 3,
  "relative_energy_kj_mol": 63.46,
  "lumo_ev": [-10.68, -10.68]
}


[4]
{
  "formula": "C5H10O",
  "method": "ωB97M-V/def2-TZVPD",
  "elements": ["C", "O", "C", "C", "C", "C", "H", "H", "H", "H", "H", "H", "H", "H", "H", "H"],
  "xyz": [[2.6573, -0.4423, 0.0594], [1.3248, -0.6762, 0.5252], [0.4325, -0.9250, -0.4034], [-1.1087, 1.5042, -0.1101], [-1.8018, 0.1460, -0.2997], [-0.9177, -0.9917, 0.2635], [2.8487, 0.6253, 0.1461], [2.7265, -0.7624, -0.9781], [3.3503, -0.9857, 0.6979], [-0.0909, 1.4933, -0.5569], [-0.9517, 1.7051, 0.9535], [-1.6412, 2.3453, -0.5570], [-2.0330, -0.0623, -1.3525], [-2.7691, 0.1435, 0.2225], [-0.8630, -0.9140, 1.3598], [-1.3260, -1.9773, 0.0008]],
  "atomic_forces_ev_per_a": [[0.21, 0.03, -0.10], [-0.49, -0.11, -0.31], [0.07, 0.12, 0.52], [0.64, -0.19, -0.22], [-0.08, -0.05, -0.02], [0.04, -0.01, 0.00], [0.05, 0.02, -0.02], [0.06, 0.01, 0.03], [-0.07, -0.06, 0.01], [-0.61, -0.01, 0.10], [-0.14, 0.03, -0.03], [-0.13, -0.14, 0.07], [0.23, 0.19, 0.15], [0.24, -0.03, -0.06], [0.08, 0.00, -0.13], [-0.11, 0.21, 0.02]],
  "homo_lumo_gap_ev": 9.42,
  "relative_energy_kj_mol": 282.30,
  "lumo_ev": 1.08
}